Here is an isolated ion of composition C3H7N2 and charge +1 in a non-equilibrium geometry from the OMol25 dataset. Energies are from ωB97M-V/def2-TZVPD.

Positions of all 12 atoms, in Å:
N (2.0104, 0.3534, -0.0412)
C (1.0108, -0.7077, -0.0285)
N (-0.4273, -0.2463, 0.0245)
C (-1.6312, -0.5509, -0.2417)
C (-1.5153, 0.8099, 0.2310)
H (1.6281, 1.0468, 0.5800)
H (2.1735, 0.6890, -1.0186)
H (1.1173, -1.2983, 0.8948)
H (1.2458, -1.4635, -0.8973)
H (-2.2766, -1.3924, -0.4453)
H (-1.3826, 1.7442, -0.2301)
H (-1.9526, 1.0157, 1.1726)

Results
Total charge = +1
E_LUMO = -5.292 eV
HOMO-LUMO gap = 9.559 eV
SMILES = NC[N+]1=CC1
HOMO = -14.9 eV

Atom charges from the Mulliken analysis, given in e for atoms 1 to 6:
1. N -0.4983
2. C -0.3235
3. N 0.0339
4. C 0.1265
5. C -0.4899
6. H 0.2521

---

Here is C3H7N2 as an isolated structure in a non-equilibrium geometry from the OMol25 dataset. Energies are from ωB97M-V/def2-TZVPD.

Positions of all 12 atoms, in Å:
C (0.5768, -0.0755, 0.0105)
C (-0.2354, 1.1799, 0.0259)
C (-1.5874, -0.2739, -0.0249)
N (-0.3399, -1.0119, 0.0278)
N (1.8793, -0.2004, -0.0126)
H (-0.2876, 1.7187, 0.9589)
H (-0.2511, 1.7884, -0.8613)
H (-2.2160, -0.3287, 0.8512)
H (-2.0950, -0.2755, -0.9769)
H (-0.2493, -2.0186, 0.0590)
H (2.4847, 0.6061, -0.0421)
H (2.3209, -1.1087, -0.0156)

Results
Total charge = +1
E_LUMO (spin up / spin down) = -3.448 / -7.445 eV
HOMO-LUMO gap (spin up / spin down) = 7.346 / 8.266 eV
Spin multiplicity = 3
HOMO (spin up / spin down) = -10.8 / -15.7 eV

Atom charges from the Mulliken analysis, given in e for atoms 1 to 6:
1. C 0.6709
2. C -0.8460
3. C -0.6227
4. N -0.0766
5. N -0.3363
6. H 0.3709

---

Here is a 2-piece molecular cluster, C3H7N2O overall in a non-equilibrium geometry from the OMol25 dataset. Energies are from ωB97M-V/def2-TZVPD.

Positions of all 13 atoms, in Å:
C (0.5581, 0.4409, 1.1805)
C (0.3557, -0.9161, 1.1000)
N (0.4996, -1.2201, -0.2323)
C (0.7470, -0.1368, -0.9492)
N (0.8198, 0.8701, -0.0812)
H (0.4379, 1.1015, 2.0210)
H (-0.0328, -1.5956, 1.8308)
H (0.3043, -2.1390, -0.5954)
H (0.9924, -0.1059, -1.9955)
H (0.9207, 1.8214, -0.3804)
H (-2.4896, 0.7181, -1.5332)
H (-2.8934, 0.7590, -0.0787)
O (-2.1337, 0.6966, -0.6392)

Results
Total charge = +1
E_LUMO = -3.106 eV
HOMO-LUMO gap = 11.416 eV
HOMO = -14.5 eV

Atom charges from the Mulliken analysis, given in e for atoms 1 to 6:
1. C -0.2751
2. C -0.1927
3. N 0.0096
4. C -0.2342
5. N 0.0508
6. H 0.3919

---

Here is C3H7N2O as an isolated structure in a non-equilibrium geometry from the OMol25 dataset. Energies are from ωB97M-V/def2-TZVPD.

Positions of all 13 atoms, in Å:
C (-0.0165, 1.4737, 0.2806)
C (0.3942, -0.3647, -1.2809)
C (-0.6900, -0.6123, 1.2202)
N (0.4735, 2.6070, 0.3168)
N (0.0972, -1.3395, -0.3167)
O (-0.9089, 0.7002, 0.7890)
H (-0.4292, -0.1831, -2.0564)
H (1.3740, 0.2339, -1.1791)
H (-1.6521, -1.1140, 1.0106)
H (-0.2078, -0.7345, 2.1290)
H (1.2228, 3.0160, -0.2201)
H (-0.5568, -1.9496, -0.7954)
H (0.8996, -1.7330, 0.1023)

Results
Total charge = +1
E_LUMO (spin up / spin down) = -4.270 / -4.271 eV
HOMO-LUMO gap (spin up / spin down) = 8.486 / 8.484 eV
HOMO (spin up / spin down) = -12.8 / -12.8 eV

Atom charges from the Mulliken analysis, given in e for atoms 1 to 6:
1. C 0.4700
2. C -0.8078
3. C -0.2313
4. N -0.3853
5. N -0.2448
6. O -0.1910

---

ΔE to the lowest compared entry with this formula, charge and spin for every record listed, in sequence, given in kJ/mol: 307.8 51.7 7.3 592.2.